This record from the Open Molecules 2025 dataset describes C56H47F5MnN4O7Se as an isolated structure. The level of theory is ωB97M-V with the def2-TZVPD basis set.

Multiplicity = 6
Charge = -2
Energy = -6959.7275 a.u.

XYZ file:
```
121
C56H47F5MnN4O7Se, DFT ωB97M-V with the def2-TZVPD basis set
H -4.180 -5.272 0.301
H -2.346 -2.522 -3.838
H 0.476 6.600 2.224
F -6.000 3.756 -6.342
C -2.162 -5.929 -2.942
C 1.643 1.154 2.800
O -1.602 -0.221 -2.764
H -4.344 -0.321 3.465
C -2.987 3.289 2.846
C -0.226 4.612 2.125
Mn 0.304 -0.111 -0.152
Se -3.245 3.942 -2.008
H 7.512 -0.958 2.110
H 6.438 1.234 1.627
C -0.700 -2.870 3.426
H -0.097 2.598 -0.635
C -0.353 -3.165 4.758
H -3.387 -7.600 -3.347
O -0.911 1.054 0.902
H 2.062 1.794 2.012
C -4.806 4.023 -5.807
H 2.695 1.764 -5.481
H 0.955 -5.732 -2.360
H -1.435 -6.281 -3.692
C 3.593 -0.540 2.513
C 4.264 -1.724 2.927
H -3.182 -0.860 -0.667
C -3.339 3.889 -3.841
H 6.082 -2.894 2.826
C -4.269 3.081 3.350
H -3.148 -0.084 0.632
C 0.135 3.479 0.006
H 2.439 -1.316 5.055
H 1.279 4.475 -1.498
N 2.300 0.784 -3.639
C 1.491 2.344 4.830
H 3.008 -5.932 -3.739
H 3.326 -4.474 -5.647
H 1.771 6.411 0.129
C -3.749 4.515 -6.605
H -1.594 -3.306 2.930
H -0.500 4.677 3.149
C -2.462 4.691 -6.011
H 3.711 -2.558 3.377
H 4.412 0.297 -3.209
C 2.057 3.735 4.888
C 0.701 -2.483 5.299
C -4.754 1.769 3.565
C 5.629 -1.926 2.718
H -5.852 1.646 3.865
N 1.655 0.778 -1.554
C -0.204 -3.028 -1.378
H -2.509 -3.630 -0.485
C 2.216 0.840 -5.068
C -2.749 0.851 2.632
C -3.978 0.679 3.256
F -3.907 4.819 -7.867
C 5.841 0.350 2.033
H 2.988 3.712 5.388
N -0.328 -1.675 -1.572
H 0.212 1.154 -3.082
C -1.284 -1.383 -2.485
C -0.947 -3.719 -2.628
C 0.400 5.705 1.586
H -4.804 3.974 3.589
H -0.337 0.570 3.395
H 2.269 1.674 6.782
C 1.256 0.885 -2.782
O 0.390 -3.662 -0.522
C 3.403 0.439 -2.839
C -0.319 3.418 1.340
O 0.149 2.413 4.198
H -0.132 -1.850 1.605
N -1.730 -2.528 -3.048
H 2.746 -0.067 -5.412
C 2.950 0.467 -1.565
F -1.028 4.074 -4.310
C -3.179 -6.826 -2.657
H 2.179 4.183 3.871
O 2.268 1.420 4.030
H -2.639 4.314 2.715
H 0.976 0.700 6.221
C -4.569 3.658 -4.485
C 1.308 1.718 6.218
C 1.079 5.602 0.360
C -1.893 -4.771 -2.184
H -4.586 -7.383 -1.141
H 0.916 -2.649 6.332
C 2.381 -4.387 -5.096
F -1.358 5.023 -6.753
C 0.886 4.540 -0.472
C 1.349 -3.581 -5.540
C 1.229 -1.352 3.224
C -3.591 -5.489 -0.657
C -2.290 4.222 -4.736
H 1.385 4.339 5.522
C 6.461 -0.870 2.252
C 0.102 -4.175 -3.568
C 1.091 -5.088 -3.226
C 2.268 -5.209 -4.005
H 1.424 -2.939 -6.388
C -2.210 2.159 2.486
H -0.554 -2.782 -5.139
H 1.154 0.830 -5.375
C 2.067 -0.368 2.371
C 0.242 -3.464 -4.784
C 0.161 1.493 3.042
H -2.141 -0.013 2.417
H 3.466 0.190 -0.667
O -3.252 -0.980 0.313
C 0.095 -1.998 2.689
C -0.791 2.049 1.866
F -5.503 2.970 -3.771
H 0.679 2.356 6.825
H 4.117 1.442 1.708
C -2.661 -4.552 -1.058
O 1.832 -0.468 1.020
H -0.896 -3.887 5.358
C 4.439 0.510 2.104
C 1.566 -1.673 4.550
C -3.876 -6.602 -1.431
```